1.
The following is a quantum chemistry calculation of a molecular structure, C24H56N5NiO9 at a distorted geometry, from OMol25.

**⟨S²⟩**: 2.009
**Multiplicity**: 3
**E_tot**: -92707.5443 eV
**Total charge**: +1
**LUMO (spin up / spin down)**: -3.35 / -4.81 eV
**Kohn-Sham gap (spin up / spin down)**: 7.52 / 6.06 eV
**E_HOMO (spin up / spin down)**: -10.87 / -10.87 eV

Cartesian coordinates (Å):
Ni: -1.3789 17.9838 -15.5925
C: -3.1463 20.1852 -12.3774
C: -3.4118 19.0885 -13.3982
C: -4.6153 19.4198 -14.2885
O: -2.2651 18.7722 -14.1170
H: -3.9979 20.3094 -11.7088
H: -2.7428 21.1175 -12.7783
H: -2.3620 19.8812 -11.6718
H: -3.7176 18.2289 -12.7733
H: -5.3121 18.6071 -14.4546
H: -4.2431 19.9036 -15.1957
H: -5.1740 20.2152 -13.7875
C: -7.8377 17.5827 -15.0677
O: -8.7941 18.6170 -14.9949
C: -8.4181 19.7268 -14.1819
C: -9.0494 20.9659 -14.7622
O: -8.6213 22.1509 -14.1249
C: -7.3023 22.5646 -14.4781
C: -7.1232 23.9556 -13.9385
O: -7.6537 24.8954 -14.8593
C: -8.6037 25.7895 -14.3206
H: -7.0189 17.7665 -15.7602
H: -8.3984 16.7130 -15.4407
H: -7.6591 17.1993 -14.0525
H: -7.3358 19.7917 -14.0466
H: -8.8034 19.5043 -13.1765
H: -10.1359 20.8941 -14.6947
H: -8.8750 21.0362 -15.8444
H: -7.1749 22.5612 -15.5650
H: -6.5974 21.8619 -14.0176
H: -6.0494 24.1711 -13.8472
H: -7.5819 24.0959 -12.9588
H: -8.1005 26.5545 -13.7182
H: -9.3676 25.2744 -13.7303
H: -9.1126 26.2771 -15.1509
C: 2.5640 19.2893 -11.0155
O: 2.4561 20.4539 -11.3350
N: 1.5998 18.3667 -11.2646
C: 1.7515 16.9788 -10.8924
C: 0.2663 18.7640 -11.6286
H: 3.4430 18.8607 -10.5126
H: 2.8053 16.7986 -10.6756
H: 1.5545 16.3297 -11.7569
H: 1.0977 16.6035 -10.1034
H: -0.5220 18.2648 -11.0449
H: 0.0815 19.8212 -11.4667
H: 0.0053 18.4294 -12.6374
C: -1.0541 15.0395 -14.7812
O: -0.7360 16.2418 -14.7158
N: -1.6862 14.4033 -13.8051
C: -1.7274 12.9366 -13.8054
C: -1.8785 15.0547 -12.5272
H: -0.9623 14.4201 -15.6797
H: -1.0157 12.5354 -13.0846
H: -1.5701 12.5223 -14.7960
H: -2.7239 12.6600 -13.4564
H: -2.0040 16.1199 -12.7296
H: -2.7968 14.7260 -12.0410
H: -1.0638 14.9441 -11.8098
C: -3.9232 24.1982 -8.2745
O: -4.7540 24.7766 -7.6117
N: -4.1920 23.5802 -9.4605
C: -3.0925 23.1152 -10.3062
C: -5.5122 23.4686 -10.0148
H: -2.8631 24.1090 -7.9884
H: -3.4952 22.4008 -11.0237
H: -2.3661 22.5593 -9.7193
H: -2.7568 23.9396 -10.9392
H: -5.5412 23.8720 -11.0305
H: -5.8790 22.4363 -10.0498
H: -6.2270 24.0100 -9.3966
C: -4.3113 15.9877 -8.0131
O: -4.4232 15.6022 -6.8735
N: -3.2641 16.7309 -8.4524
C: -3.3030 17.3976 -9.7376
C: -2.1328 16.9964 -7.5789
H: -5.0286 15.7323 -8.8070
H: -2.4664 18.0908 -9.7877
H: -4.2279 17.9312 -9.9630
H: -3.1646 16.6983 -10.5726
H: -2.0938 16.1973 -6.8425
H: -1.1892 16.9240 -8.1252
H: -2.2235 17.9824 -7.1244
C: -0.6878 20.6857 -17.0976
O: -1.3697 19.7236 -16.7078
N: -0.8228 21.9134 -16.6297
C: 0.1303 22.9705 -16.9936
C: -1.8211 22.3226 -15.6689
H: 0.1536 20.5957 -17.7927
H: 0.6949 23.3124 -16.1294
H: -0.4350 23.7544 -17.4909
H: 0.8752 22.5756 -17.6849
H: -2.3416 23.2150 -16.0104
H: -2.5443 21.5422 -15.4412
H: -1.3424 22.5233 -14.7058

2.
The following is a quantum chemistry calculation of a molecular structure, C34H46N5O7Pb at a distorted geometry, from OMol25.

**E_tot**: -63008.3181 eV
**Total charge**: +3
**LUMO (spin up / spin down)**: -10.19 / -10.17 eV
**Kohn-Sham gap (spin up / spin down)**: 4.84 / 4.87 eV
**E_HOMO (spin up / spin down)**: -15.03 / -15.03 eV

Cartesian coordinates (Å):
Pb: 0.1890 0.0589 0.8773
C: -7.0227 -4.1348 1.1522
O: -5.6031 -3.8439 1.0460
C: -5.1054 -2.6143 1.0674
C: -5.8368 -1.4121 0.9407
C: -5.1704 -0.1809 0.8759
C: -3.7957 -0.0778 0.9361
C: -3.1349 1.2384 0.6607
C: -3.9729 2.5119 0.6178
O: -1.9216 1.3606 0.4353
C: -3.0603 -1.2777 1.1881
O: -1.8228 -1.2255 1.4584
C: -3.7017 -2.5343 1.1918
H: -7.0347 -5.2149 1.1093
H: -7.5384 -3.7220 0.3071
H: -7.4618 -3.8457 2.0877
H: -6.9095 -1.5475 0.8298
H: -5.7894 0.7179 0.7648
H: -4.6337 2.4631 -0.2124
H: -3.2604 3.3026 0.4370
H: -4.5234 2.6209 1.5446
H: -3.1745 -3.4640 1.2965
C: 0.2038 -2.2449 4.3870
C: 0.2121 -0.7477 4.3674
C: 0.1750 0.0179 5.6570
O: 0.2691 -0.1487 3.2822
H: 0.7875 -2.6254 5.2228
H: 0.5320 -2.6450 3.4228
H: -0.7990 -2.5913 4.5655
H: -0.7872 -0.2135 6.0798
H: 0.2886 1.0946 5.5443
H: 0.8618 -0.4245 6.3781
C: 3.7986 0.5061 -1.7159
C: 4.1661 0.4189 -0.2600
O: 3.1092 -0.2123 0.4740
H: 4.5581 1.0882 -2.2248
H: 2.8528 0.9699 -1.9633
H: 3.7951 -0.5108 -2.1392
H: 4.3203 1.4135 0.1622
H: 5.0824 -0.1362 -0.1649
H: 3.4990 -0.6957 1.2305
C: 2.3804 2.6353 2.1443
N: 2.6860 4.0235 2.3469
C: 1.6602 4.6594 3.2003
N: 0.3340 4.5636 2.5472
C: 0.0248 3.1760 2.3686
N: 1.0441 2.4889 1.4730
C: 1.1261 3.2357 0.1873
N: 1.3809 4.6681 0.3587
C: 2.7040 4.7331 1.0218
C: 0.3718 5.2472 1.2516
H: 2.3815 2.1150 3.1321
H: 3.0945 2.1670 1.4948
H: 1.9462 5.6766 3.2357
H: 1.6416 4.2522 4.2055
H: -0.8968 3.0797 1.8108
H: -0.0206 2.6171 3.3072
H: 0.2072 3.1100 -0.3470
H: 1.9538 2.8268 -0.4458
H: 2.9147 5.8014 1.2163
H: 3.5485 4.3565 0.4043
H: -0.6246 5.2026 0.8656
H: 0.6463 6.2836 1.4260
C: -2.2041 -0.8140 -2.9695
O: -0.8126 -1.0003 -3.1908
C: -0.3194 -0.4840 -4.3552
C: -0.9280 0.4546 -5.1570
C: -0.2851 0.9032 -6.3309
C: 0.9945 0.4916 -6.7322
C: 1.5879 -0.4101 -5.8609
C: 0.9775 -0.9133 -4.7028
N: 1.6645 -1.9410 -4.0108
C: 1.5855 -2.2035 -2.7468
C: 2.2581 -3.2661 -2.0646
C: 3.1217 -4.1532 -2.6910
C: 3.7422 -5.1985 -1.9791
C: 3.6282 -5.2420 -0.5743
C: 2.8246 -4.3731 0.0691
C: 2.0498 -3.3464 -0.6262
O: 1.3201 -2.5645 -0.0619
H: -2.3941 -1.3409 -2.0450
H: -2.8320 -1.2463 -3.7591
H: -2.4060 0.2458 -2.8976
H: -1.9230 0.7294 -4.9187
H: -0.8591 1.5532 -7.0077
H: 1.4304 0.8555 -7.6559
H: 2.6034 -0.7663 -6.0267
H: 2.2598 -2.4944 -4.5811
H: 1.1018 -1.4927 -2.1030
H: 3.3824 -4.1375 -3.7573
H: 4.4223 -5.8850 -2.4953
H: 4.1671 -5.9901 -0.0357
H: 2.6970 -4.3809 1.1448

3.
The following is a quantum chemistry calculation of 6 unconnected molecules or ions with the total composition C37H69BrO13S3 at a distorted geometry, from OMol25.

**E_tot**: -168650.9227 eV
**Total charge**: 0
**SMILES**: CC[C@@]1(SCC(=O)OC[C@H](C)OC(=O)CS)C[C@@H](CC(C)C)[C@](CCO)(CCCBr)OS1(=O)=O.CC(C)=O.CC(C)=O.CC(C)=O.CC(C)=O.CC(C)=O
**LUMO**: 0.36 eV
**Kohn-Sham gap**: 9.13 eV
**E_HOMO**: -8.78 eV

Cartesian coordinates (Å):
C: 5.1377 -1.1319 3.2593
C: 3.9813 -1.3285 2.2233
C: 4.3671 -1.0412 0.7284
S: 2.8806 -1.6583 -0.2494
C: 1.4144 -0.9033 0.5361
C: 0.5690 -0.2886 -0.6296
O: 0.9940 0.6641 -1.1406
O: -0.5728 -0.8929 -1.0344
C: -1.4990 -1.0832 0.0593
C: -2.8956 -0.4639 -0.1998
C: -3.4321 -0.7636 -1.6118
O: -2.9485 0.9286 0.1887
C: -2.6905 1.8018 -0.8197
O: -1.7594 1.7734 -1.5286
C: -3.7267 2.9485 -0.9815
S: -4.5107 3.2172 0.6767
C: 4.4717 0.4954 0.3906
C: 5.9063 1.0142 0.0141
C: 6.6862 1.2499 1.3454
C: 7.4391 2.5952 1.5580
C: 8.9908 2.5144 1.3069
C: 6.8443 3.8425 0.8435
C: 6.6148 0.0492 -1.0074
C: 7.9576 0.6579 -1.5189
C: 7.8059 1.9879 -2.2891
O: 8.7763 2.9598 -1.8783
C: 5.6453 -0.0835 -2.2293
C: 6.2659 -0.6132 -3.5436
C: 6.7618 -2.0818 -3.4962
Br: 8.0825 -2.4026 -4.9231
O: 6.9863 -1.2133 -0.3978
S: 5.7398 -2.0836 0.1480
O: 5.2579 -2.8701 -0.9560
O: 6.2369 -2.9694 1.1526
H: 6.0948 -0.9698 2.7558
H: 4.9170 -0.2203 3.8374
H: 5.1791 -2.0100 3.9125
H: 3.5070 -2.3160 2.2922
H: 3.1980 -0.5919 2.4554
H: 1.6653 -0.0731 1.2061
H: 0.8039 -1.6587 1.0554
H: -1.6194 -2.1720 0.1853
H: -1.1402 -0.6930 1.0244
H: -3.5583 -0.9952 0.5023
H: -3.8827 -1.7716 -1.5695
H: -2.6479 -0.8293 -2.3786
H: -4.2419 -0.0858 -1.9207
H: -3.1449 3.8526 -1.1895
H: -4.4747 2.7198 -1.7483
H: -4.4415 4.5557 0.9128
H: 3.8230 0.7265 -0.4649
H: 4.0674 1.0449 1.2549
H: 5.7124 1.9178 -0.5807
H: 5.9595 1.1724 2.1671
H: 7.4037 0.4202 1.4812
H: 7.3691 2.8152 2.6378
H: 9.5123 2.8793 2.2112
H: 9.3239 3.1584 0.4868
H: 9.3284 1.4720 1.1974
H: 5.8103 3.7285 0.4887
H: 7.4664 4.0833 -0.0346
H: 6.9313 4.7116 1.5121
H: 8.6063 0.7251 -0.6338
H: 8.4647 -0.0460 -2.1984
H: 8.0328 1.7885 -3.3535
H: 6.7972 2.4279 -2.2730
H: 8.4566 3.8451 -2.0928
H: 4.7383 -0.6728 -2.0306
H: 5.2912 0.9393 -2.4474
H: 7.0764 0.0030 -3.9544
H: 5.4626 -0.5827 -4.3012
H: 7.1345 -2.4181 -2.5270
H: 5.9079 -2.7254 -3.7459
C: 0.3465 -4.7429 1.0492
C: -0.8001 -4.5807 2.0173
O: -1.8005 -3.9677 1.7135
C: -0.6488 -5.2127 3.3782
H: 0.1043 -4.2408 0.1128
H: 1.2529 -4.2954 1.4627
H: 0.5160 -5.8013 0.8456
H: 0.2126 -4.7852 3.8942
H: -0.5227 -6.2918 3.2761
H: -1.5432 -5.0181 3.9681
C: -4.3838 6.4722 -3.2634
C: -5.6542 6.0802 -2.5494
O: -5.7751 6.2204 -1.3532
C: -6.7678 5.5058 -3.3893
H: -3.6716 6.8687 -2.5413
H: -3.9436 5.5989 -3.7485
H: -4.5962 7.2422 -4.0069
H: -6.4311 4.5905 -3.8797
H: -7.0838 6.2339 -4.1383
H: -7.6167 5.2693 -2.7497
C: -7.1593 6.6284 1.3332
C: -8.3172 6.8204 2.2794
O: -9.3079 7.4349 1.9518
C: -8.1903 6.2126 3.6561
H: -7.3815 7.1123 0.3861
H: -6.2573 7.0779 1.7533
H: -6.9971 5.5644 1.1519
H: -7.3323 6.6427 4.1758
H: -8.0723 5.1305 3.5764
H: -9.0911 6.4262 4.2298
C: -5.6927 -3.7643 1.3399
C: -6.5193 -2.5246 1.1226
O: -6.0154 -1.4229 1.0758
C: -8.0086 -2.7109 0.9632
H: -4.6427 -3.4872 1.4385
H: -6.0101 -4.2687 2.2551
H: -5.8022 -4.4390 0.4851
H: -8.4251 -3.1694 1.8618
H: -8.2133 -3.3401 0.0951
H: -8.4805 -1.7408 0.8134
C: -5.7089 -8.5165 -0.2279
C: -6.5317 -7.2708 -0.4377
O: -6.0175 -6.1747 -0.4780
C: -8.0213 -7.4466 -0.5950
H: -4.6594 -8.2435 -0.1307
H: -6.0265 -9.0238 0.6847
H: -5.8205 -9.1853 -1.0829
H: -8.4392 -7.9074 0.3016
H: -8.2333 -8.0689 -1.4659
H: -8.4869 -6.4727 -0.7384

4.
The following is a quantum chemistry calculation of 2 unconnected molecules or ions with the total composition C3H8OS2 at a distorted geometry, from OMol25.

**E_tot**: -26957.7944 eV
**Total charge**: 0
**SMILES**: CC=O.CSS
**LUMO**: 0.49 eV
**Kohn-Sham gap**: 8.67 eV
**E_HOMO**: -8.18 eV

Cartesian coordinates (Å):
C: -1.6125 -0.8268 2.5222
S: 0.0181 -0.8858 1.7884
S: -0.5546 -1.2044 -0.2156
H: -1.7126 -1.5275 3.3430
H: -1.9712 0.1754 2.7228
H: -2.2857 -1.2132 1.7457
H: 0.6300 -1.5457 -0.7244
O: 1.6330 0.8899 -2.5332
C: 1.4092 1.9052 -1.9318
C: 0.0447 2.4542 -1.6496
H: 2.2692 2.5525 -1.6793
H: -0.7691 1.7424 -1.7331
H: 0.0130 3.0328 -0.7279
H: -0.1404 3.1912 -2.4449

total charge of number 2 (C34H46N5O7Pb)?
+3